C29H51N3O6 | wB97M-V/def2-TZVPD

CARTESIAN COORDINATES (ANGSTROEM)
O1 -6.68598 4.36108 -1.06378
C1 -5.82296 3.59852 -0.81520
O2 -4.72351 3.43349 -1.59128
O3 -5.81636 2.77223 0.23056
C2 -7.00965 1.96305 0.35409
C3 -6.60386 0.59803 0.84985
C4 -5.47921 -0.02238 -0.01441
N1 -4.18950 -0.01150 0.69896
C5 -3.43751 -1.26919 0.66233
C6 -2.18354 -1.22622 -0.18324
C7 -1.94717 -2.23423 -1.12147
C8 -0.80658 -2.22140 -1.91691
C9 0.11323 -1.18595 -1.79582
C10 -0.09316 -0.17821 -0.86238
C11 -1.22949 -0.21469 -0.06105
O4 -1.39530 0.80974 0.86152
H1 -4.01807 4.00479 -1.26484
H2 -7.52754 1.91042 -0.59934
H3 -7.67090 2.42559 1.08082
H4 -6.19698 0.72321 1.84649
H5 -7.46490 -0.06370 0.85403
H6 -5.75041 -1.01948 -0.34458
H7 -5.38658 0.60694 -0.89847
H8 -3.63928 0.73715 0.30773
H9 -4.05995 -2.08474 0.31451
H10 -3.12851 -1.52407 1.68114
H11 -2.65694 -3.04174 -1.21950
H12 -0.63246 -3.01115 -2.62988
H13 0.99277 -1.13402 -2.41454
H14 0.59887 0.63559 -0.72989
H15 -1.50173 0.40446 1.73182
C12 1.98782 -3.22015 5.13096
C13 1.53017 -1.83455 4.61909
C14 2.30969 -0.72623 5.32764
C15 1.88827 -0.51536 6.78134
C16 0.37715 -0.31374 6.88692
C17 -0.42887 -1.42254 6.21091
N2 0.05867 -1.65496 4.81760
O5 -0.39228 -0.74117 4.02523
C18 -0.35169 -2.71482 7.04480
C19 -1.90429 -1.03946 6.17734
C20 1.84791 -1.80440 3.12741
H16 2.31133 -3.20971 6.17067
H17 1.19600 -3.96133 5.02287
H18 2.83840 -3.57471 4.55046
H19 2.17130 0.21392 4.78445
H20 3.37535 -0.96006 5.27815
H21 2.20462 -1.35893 7.40098
H22 2.39969 0.36130 7.18301
H23 0.08096 -0.25033 7.93603
H24 0.11847 0.64828 6.43333
H25 -0.81914 -3.54533 6.51440
H26 -0.88932 -2.57622 7.98262
H27 0.66013 -3.00647 7.31342
H28 -2.07035 -0.07861 5.69415
H29 -2.27948 -0.96429 7.19744
H30 -2.49302 -1.79337 5.65254
H31 1.28250 -2.56687 2.58901
H32 2.90973 -2.00209 2.98489
H33 1.63220 -0.83723 2.67726
C21 2.17723 0.49715 -7.03927
C22 1.96904 1.00332 -5.59301
C23 1.95941 2.53202 -5.56571
C24 3.33925 3.15623 -5.76478
C25 4.34863 2.56921 -4.78005
C26 4.40024 1.04190 -4.80544
N3 3.02762 0.46198 -4.68353
O6 2.63011 0.50790 -3.45522
C27 5.09065 0.55852 -6.09432
C28 5.26813 0.53844 -3.65755
C29 0.60583 0.48170 -5.15032
H34 2.78597 1.16585 -7.64583
H35 2.63606 -0.49152 -7.04853
H36 1.21929 0.40948 -7.55005
H37 1.55789 2.87143 -4.60560
H38 1.27272 2.89226 -6.33479
H39 3.68260 3.01382 -6.79312
H40 3.27344 4.23566 -5.61651
H41 5.34626 2.96037 -4.99034
H42 4.09083 2.90460 -3.77046
H43 5.02694 -0.52669 -6.18295
H44 6.14657 0.82692 -6.06515
H45 4.68876 1.00012 -7.00230
H46 4.92842 0.90711 -2.69170
H47 6.29115 0.88472 -3.80161
H48 5.27900 -0.55195 -3.62371
H49 0.58908 -0.60952 -5.13239
H50 -0.15247 0.82297 -5.85423
H51 0.32255 0.84376 -4.16371

The value obtained for the HOMO-LUMO gap (spin up / spin down) is 9.1 / 8.6 eV. As for the spin multiplicity: 3. For the largest force on an atom, the calculation gives 0.037 Eh/bohr. For the HOMO energy (spin up / spin down), the calculation gives -8.37 / -8.37 eV.

Mulliken atomic charge list, values in e, 5 entries: atom 1 (O): -0.48, atom 2 (C): 0.59, atom 3 (O): -0.43, atom 4 (O): -0.25, atom 5 (C): -0.62